{
  "formula": "C33H36Cl2N2OZn",
  "method": "wB97M-V/def2-TZVPD",
  "species": ["C", "N", "C", "O", "C", "C", "C", "C", "C", "C", "C", "C", "N", "C", "C", "C", "C", "C", "C", "C", "C", "C", "C", "C", "C", "C", "C", "H", "H", "H", "H", "H", "H", "H", "H", "H", "H", "H", "H", "H", "H", "H", "H", "H", "H", "H", "H", "H", "H", "H", "H", "H", "H", "H", "H", "H", "Cl", "Zn", "Cl", "C", "C", "C", "C", "C", "C", "C", "C", "C", "H", "H", "H", "H", "H", "H", "H"],
  "xyz": [[4.145, -2.082, -2.669], [3.500, -1.938, -1.392], [4.277, -1.757, -0.276], [5.472, -2.021, -0.201], [3.413, -1.136, 0.794], [3.868, 0.294, 1.093], [3.948, 1.104, -0.183], [5.112, 1.070, -0.958], [5.163, 1.713, -2.194], [4.049, 2.425, -2.657], [2.910, 2.524, -1.852], [2.877, 1.902, -0.601], [2.075, -1.175, 0.182], [1.036, -0.569, 0.783], [-0.126, -0.132, 0.141], [-1.367, -0.084, 0.787], [-2.616, -0.089, 0.087], [-3.822, -0.403, 0.761], [-4.994, -0.655, 0.067], [-4.994, -0.593, -1.335], [-3.829, -0.248, -2.023], [-2.661, 0.046, -1.326], [2.069, -1.802, -1.159], [1.300, -3.183, -1.290], [1.636, -4.066, -0.087], [1.692, -3.896, -2.582], [-0.195, -2.918, -1.362], [4.810, -1.227, -2.852], [4.758, -2.992, -2.677], [3.401, -2.125, -3.466], [3.426, -1.789, 1.683], [3.186, 0.755, 1.817], [4.870, 0.212, 1.536], [5.980, 0.513, -0.591], [6.072, 1.646, -2.795], [4.081, 2.905, -3.636], [2.036, 3.086, -2.192], [2.007, 2.017, 0.050], [1.166, -0.372, 1.854], [-0.020, 0.173, -0.909], [-1.393, -0.368, 1.842], [-3.802, -0.475, 1.855], [-5.896, -0.942, 0.614], [-5.898, -0.832, -1.890], [-3.808, -0.226, -3.113], [-1.764, 0.349, -1.874], [1.648, -1.088, -1.893], [1.307, -3.607, 0.852], [1.109, -5.025, -0.191], [2.709, -4.283, -0.026], [1.518, -3.264, -3.462], [2.730, -4.246, -2.579], [1.064, -4.790, -2.704], [-0.415, -2.175, -2.140], [-0.725, -3.846, -1.621], [-0.592, -2.558, -0.410], [-1.254, 4.496, -2.299], [-3.264, 3.814, -2.253], [-5.230, 3.185, -1.742], [-2.405, 3.985, 2.670], [-1.378, 3.048, 2.401], [-1.828, 1.766, 2.825], [-3.178, 1.886, 3.301], [-3.546, 3.290, 3.172], [-4.784, 3.727, 3.647], [-5.695, 2.796, 4.161], [-5.351, 1.436, 4.259], [-4.083, 0.986, 3.871], [-2.369, 5.061, 2.541], [-0.407, 3.259, 1.957], [-1.184, 0.919, 3.051], [-5.002, 4.802, 3.648], [-6.674, 3.125, 4.513], [-6.072, 0.725, 4.661], [-3.799, -0.060, 3.985]],
  "max_force_ha_per_bohr": 0.0322,
  "homo_ev": -5.67,
  "orbital_gap_ha": 0.149,
  "charge": 0,
  "energy_ev": -113295.5740
}